Entry from OMol25: the molecule C6H5BFNO3 in a non-equilibrium geometry (the ωB97M-V functional and the def2-TZVPD basis).

Last columns: bonded neighbours and bond lengths (Å).
Positions of all 17 atoms, in Å:
1 B -0.72 -0.54 1.34  C4 1.520, O10 1.376, O11 1.361
2 C -1.57 -0.81 -1.33  C4 1.301, N8 1.408, H13 1.100
3 C 0.41 -0.16 -2.48  C6 1.513, N8 1.258, H14 1.031
4 C -1.25 -0.57 -0.09  B1 1.520, C2 1.301
5 C 0.84 0.87 -0.25  C6 1.327, C7 1.425
6 C 1.19 0.71 -1.52  C3 1.513, C5 1.327, F12 1.378
7 C 1.02 1.56 0.98  C5 1.425, O9 1.186, H15 1.135
8 N -0.63 -0.87 -2.37  C2 1.408, C3 1.258
9 O 1.76 1.40 1.90  C7 1.186
10 O -1.20 0.25 2.36  B1 1.376, H16 0.938
11 O -0.03 -1.68 1.57  B1 1.361, H17 0.990
12 F 2.28 1.43 -1.94  C6 1.378
13 H -2.54 -1.27 -1.60  C2 1.100
14 H 0.95 -0.51 -3.29  C3 1.031
15 H 0.06 2.15 1.13  C7 1.135
16 H -0.99 -0.21 3.15  O10 0.938
17 H 0.42 -1.75 2.45  O11 0.990

Results
energy	-17325.5936	eV
HOMO (alpha / beta)	-9.39 / -9.36	eV
orbital gap (alpha / beta)	7.754 / 7.655	eV
LUMO energy (alpha / beta)	-1.640 / -1.702	eV